# 1
ORCA calculation (wB97M-V/def2-TZVPD) on a cluster of 7 separate species, C24H60FI2NO8S in total at a distorted geometry.

The calculation puts the total energy at -73479.710 eV. The gap between HOMO and LUMO comes out at 0.2996 Ha. Its multiplicity is 1. Its largest force on an atom is 7.4 eV/Å. As for the SMILES: CC[C@@H](I)N(CCCI)S(=O)(=O)F.CC(C)O.CC(C)O.CC(C)O.CC(C)O.CC(C)O.CC(C)O.

Last column: Löwdin charge in e.
Geometry (Å):
C1 6.242 -4.223 -1.640  -0.16
C2 7.352 -3.426 -2.600  -0.26
C3 6.602 -2.205 -3.466  -0.76
I1 5.229 -3.172 -4.832  0.92
N1 6.067 -1.251 -2.455  -0.26
C4 4.695 -0.707 -2.709  -0.27
C5 3.505 -1.641 -1.991  -0.32
C6 2.049 -1.328 -2.693  -0.64
I2 0.538 -2.347 -1.437  0.72
S1 7.238 0.091 -2.444  0.89
O1 6.988 1.111 -1.308  -0.34
O2 7.305 0.850 -3.793  -0.32
F1 8.836 -0.554 -2.156  -0.24
H1 6.751 -5.010 -0.917  0.08
H2 5.597 -3.456 -1.010  0.07
H3 5.461 -4.848 -2.279  0.05
H4 8.185 -3.015 -1.874  0.11
H5 7.735 -4.205 -3.384  0.10
H6 7.483 -1.733 -4.119  0.10
H7 4.443 -0.416 -3.813  0.11
H8 4.633 0.322 -2.102  0.14
H9 3.783 -2.797 -2.054  0.08
H10 3.484 -1.324 -0.851  0.11
H11 2.071 -1.855 -3.747  0.05
H12 1.864 -0.154 -2.769  0.09
C7 -3.710 0.881 0.569  -0.07
C8 -2.743 0.396 -0.499  -0.51
C9 -3.084 0.980 -1.861  -0.06
O3 -2.792 -1.026 -0.569  -0.11
H13 -4.736 0.572 0.338  0.08
H14 -3.461 0.443 1.542  0.07
H15 -3.685 1.971 0.659  0.08
H16 -1.721 0.676 -0.224  0.13
H17 -4.087 0.675 -2.178  0.07
H18 -2.387 0.613 -2.622  0.08
H19 -3.040 2.073 -1.844  0.08
H20 -3.696 -1.284 -0.813  0.09
C10 10.535 4.140 -1.467  -0.06
C11 10.353 3.806 0.005  -0.50
C12 10.771 2.375 0.305  -0.06
O4 8.985 3.983 0.363  -0.07
H21 9.918 3.489 -2.096  0.08
H22 10.219 5.168 -1.670  0.08
H23 11.581 4.029 -1.770  0.08
H24 10.943 4.498 0.616  0.14
H25 10.162 1.662 -0.261  0.07
H26 10.622 2.146 1.366  0.08
H27 11.824 2.211 0.055  0.08
H28 8.453 3.372 -0.174  0.07
C13 -6.968 0.215 4.867  -0.06
C14 -6.318 -0.216 3.562  -0.50
C15 -5.590 -1.542 3.716  -0.06
O5 -5.393 0.784 3.142  -0.08
H29 -6.216 0.354 5.652  0.08
H30 -7.477 1.177 4.744  0.08
H31 -7.697 -0.526 5.208  0.07
H32 -7.082 -0.304 2.782  0.14
H33 -4.790 -1.465 4.461  0.08
H34 -5.117 -1.833 2.773  0.08
H35 -6.278 -2.336 4.024  0.08
H36 -4.711 0.870 3.829  0.10
C16 5.595 2.154 3.657  -0.07
C17 5.570 1.188 2.483  -0.50
C18 6.860 1.259 1.680  -0.07
O6 4.469 1.503 1.636  -0.06
H37 5.698 3.188 3.312  0.08
H38 4.656 2.101 4.219  0.08
H39 6.423 1.928 4.337  0.08
H40 5.421 0.167 2.849  0.14
H41 7.008 2.262 1.265  0.07
H42 6.823 0.568 0.831  0.05
H43 7.725 1.007 2.300  0.09
H44 4.593 2.409 1.306  0.09
C19 -10.756 -3.719 4.770  -0.07
C20 -10.544 -2.238 4.501  -0.50
C21 -11.729 -1.633 3.764  -0.07
O7 -9.364 -2.063 3.722  -0.07
H45 -10.866 -4.275 3.832  0.08
H46 -9.891 -4.143 5.290  0.08
H47 -11.649 -3.886 5.381  0.08
H48 -10.392 -1.710 5.449  0.14
H49 -11.873 -2.115 2.791  0.08
H50 -11.557 -0.569 3.567  0.08
H51 -12.650 -1.737 4.345  0.08
H52 -9.490 -2.528 2.878  0.10
C22 -7.599 1.562 -3.327  -0.07
C23 -6.632 1.078 -4.395  -0.51
C24 -6.972 1.661 -5.757  -0.07
O8 -6.680 -0.345 -4.466  -0.06
H53 -8.625 1.254 -3.558  0.08
H54 -7.349 1.124 -2.354  0.08
H55 -7.574 2.652 -3.237  0.08
H56 -5.609 1.357 -4.120  0.13
H57 -7.976 1.356 -6.074  0.08
H58 -6.275 1.294 -6.518  0.08
H59 -6.928 2.755 -5.740  0.08
H60 -7.584 -0.603 -4.709  0.09

# 2
ORCA calculation (wB97M-V/def2-TZVPD) on a structure of composition C4H4FN at a distorted geometry.

The calculation puts the total energy at -8416.453 eV. The gap between HOMO and LUMO comes out at 0.3130 Ha. Its multiplicity is 1. The calculation puts the energy above the lowest of the compared OMol25 structures with the same formula, charge and spin at 322.56 kJ/mol. Its largest force on an atom is 4.7 eV/Å.

Last column: Löwdin charge in e.
Geometry (Å):
C1 0.162 -0.687 -1.898  0.03
C2 -0.419 0.045 -0.911  -0.21
C3 -1.393 0.523 -1.971  -0.37
C4 -0.255 0.427 0.528  -0.04
N1 -0.772 -0.031 -2.989  0.11
F1 -2.417 1.301 -1.910  0.16
H1 0.846 -1.461 -2.205  0.10
H2 -1.207 0.717 0.933  0.07
H3 0.440 1.248 0.566  0.08
H4 -0.050 -0.505 0.965  0.06

# 3
ORCA calculation (wB97M-V/def2-TZVPD) on the molecule C6H10O5 at a distorted geometry.

The calculation puts the total energy at -16615.871 eV. The gap between HOMO and LUMO (alpha / beta) comes out at 0.2385 / 0.2378 Ha. As for the expectation value of S²: 2.007. Its multiplicity is 3. Its largest force on an atom is 5.8 eV/Å.

Last column: Mulliken spin population.
Geometry (Å):
C1 -1.022 0.883 0.662  0.79
C2 0.034 0.544 1.652  0.03
C3 1.155 -0.344 0.940  0.00
C4 -0.609 0.468 -0.737  0.16
C5 0.348 -1.010 -0.299  0.06
C6 0.243 1.438 -1.368  0.01
O1 -2.203 1.169 0.820  0.83
O2 1.789 -1.235 1.871  0.01
O3 -1.645 -0.054 -1.389  0.00
O4 -0.501 -1.983 0.164  0.00
O5 1.113 -1.419 -1.376  0.02
H1 0.391 1.451 2.182  0.03
H2 -0.405 -0.226 2.357  0.04
H3 1.955 0.301 0.520  0.00
H4 1.351 1.087 -1.577  0.01
H5 0.277 2.278 -0.577  0.00
H6 -0.223 1.818 -2.242  -0.01
H7 1.032 -1.796 2.068  0.00
H8 -2.477 0.441 -1.008  0.02
H9 -1.106 -2.139 -0.576  0.00
H10 0.503 -1.673 -2.086  0.00

# 4
ORCA calculation (wB97M-V/def2-TZVPD) on a structure of composition C3H5MgO3Rb at a distorted geometry.

The calculation puts the total energy at -15401.113 eV. The gap between HOMO and LUMO (alpha / beta) comes out at 0.2858 / 0.2860 Ha. As for the expectation value of S²: 0.754. Its multiplicity is 2. The calculation puts the energy above the lowest of the compared OMol25 structures with the same formula, charge and spin at 121.43 kJ/mol. Its charge is +3. Its largest force on an atom is 4.9 eV/Å.

Last column: Mulliken spin population.
Geometry (Å):
H1 -2.089 2.532 0.044  -0.02
O1 1.430 0.203 -0.385  0.00
C1 0.878 -0.846 0.373  -0.01
C2 -0.624 -0.908 0.273  0.07
O2 -1.202 0.162 1.147  0.00
C3 -1.675 1.209 0.707  0.79
O3 -1.917 1.530 -0.480  0.14
Mg1 2.316 1.678 0.372  0.00
Rb1 2.517 -0.366 -3.453  0.00
H2 1.163 -0.787 1.435  0.00
H3 1.234 -1.829 0.016  0.00
H4 -1.021 -1.837 0.692  0.00
H5 -1.009 -0.740 -0.740  0.01

Which formula does entry 4 have?
C3H5MgO3Rb

Look up the multiplicity of the fourth one.
2

What is the formula in the second record?
C4H4FN

Which value of multiplicity does entry 2 give?
1